Density functional theory data (ωB97M-V with the def2-TZVPD basis set) for a 2-piece molecular cluster, C2H7NS2 overall.

Structure (XYZ):
```
12
Properties=species:S:1:pos:R:3
C -3.3697 -2.4990 -1.5528
N -2.3799 -3.1658 -1.9689
H -4.0102 -1.7649 -2.0511
H -3.6861 -2.5329 -0.4955
H -2.2061 -3.9425 -1.3303
C 2.3055 1.1787 1.9481
S 0.7509 1.5692 1.1428
S 0.9195 0.5059 -0.5819
H 2.6151 2.0758 2.4784
H 2.1288 0.4337 2.7206
H 3.0971 0.9383 1.2565
H 0.4565 1.6471 -1.1258
```

Properties
**Spin multiplicity**: 2
**Orbital gap (spin up / spin down)**: 7.0 / 3.7 eV
**Energy relative to the best compared isomer or geometry (same formula, charge and spin)**: 25.0 kcal per mole
**Charge**: +1